This record from the Open Molecules 2025 dataset describes a structure of composition C48H42GeN6O6S5Sc in a non-equilibrium geometry. The level of theory is the ωB97M-V functional and the def2-TZVPD basis.

Geometry as XYZ:
```
109
C48H42GeN6O6S5Sc | the Open Molecules 2025 dataset | the ωB97M-V functional and the def2-TZVPD basis
Sc 1.627 -2.056 -0.903
C 6.344 -2.604 -4.365
S 5.814 -3.984 -3.311
C 4.494 -3.254 -2.392
S 3.632 -1.939 -2.990
N 4.363 -3.844 -1.230
N 3.406 -3.431 -0.391
C 3.576 -3.819 0.837
C 2.669 -3.405 1.867
C 2.892 -3.738 3.211
C 2.023 -3.276 4.177
C 0.943 -2.498 3.779
C 0.788 -2.220 2.427
N 1.617 -2.653 1.488
H 6.953 -3.016 -5.164
H 6.922 -1.917 -3.753
H 5.455 -2.115 -4.750
H 4.450 -4.421 1.082
H 3.753 -4.330 3.480
H 2.181 -3.509 5.222
H 0.238 -2.103 4.496
H -0.051 -1.618 2.095
C 1.978 4.199 4.554
C 2.373 3.265 3.447
C 3.482 3.536 2.653
C 3.846 2.673 1.635
C 3.107 1.525 1.429
C 1.995 1.243 2.196
C 1.625 2.121 3.197
S 3.654 0.286 0.256
O 4.716 0.859 -0.536
O 3.983 -0.887 1.036
N 2.378 -0.158 -0.608
C 1.912 0.535 -1.669
C 2.210 1.881 -1.944
C 1.653 2.460 -3.060
C 0.823 1.703 -3.884
C 0.580 0.386 -3.542
N 1.098 -0.197 -2.464
H 2.859 4.600 5.052
H 1.364 3.686 5.293
H 1.405 5.035 4.149
H 4.072 4.419 2.852
H 4.707 2.855 1.009
H 1.437 0.348 1.985
H 0.756 1.912 3.803
H 2.882 2.406 -1.283
H 1.857 3.496 -3.296
H 0.387 2.134 -4.774
H -0.060 -0.244 -4.143
O 0.998 -3.039 -4.679
S 0.039 -3.269 -3.640
O -0.998 -2.279 -3.500
N 0.754 -3.596 -2.180
C 0.273 -4.733 -1.686
S 0.615 -5.288 -0.167
C -0.617 -5.488 -2.577
C -1.266 -6.685 -2.302
C -2.130 -7.197 -3.256
C -2.309 -6.555 -4.474
C -1.637 -5.371 -4.758
C -0.805 -4.850 -3.793
H -1.091 -7.171 -1.356
H -2.679 -8.105 -3.050
H -2.986 -6.974 -5.206
H -1.764 -4.865 -5.703
O -0.644 0.329 0.549
C -0.876 -0.569 -0.272
O -0.211 -1.645 -0.358
C -2.055 -0.425 -1.219
C -2.348 1.043 -1.400
Ge -2.616 1.938 0.373
C -4.248 3.025 -0.162
C -5.486 3.003 0.464
C -6.578 3.662 -0.076
C -6.449 4.381 -1.250
C -5.216 4.435 -1.879
C -4.140 3.752 -1.344
C -3.138 0.918 2.009
C -4.292 0.152 2.101
C -4.608 -0.519 3.273
C -3.764 -0.443 4.367
C -2.599 0.301 4.281
C -2.297 0.975 3.113
C -1.333 3.344 0.924
C -1.710 4.230 1.926
C -0.887 5.275 2.300
C 0.323 5.463 1.653
C 0.710 4.589 0.653
C -0.112 3.533 0.298
H -2.897 -0.956 -0.764
H -1.806 -0.922 -2.156
H -3.231 1.202 -2.019
H -1.494 1.508 -1.894
H -5.597 2.454 1.389
H -7.539 3.604 0.417
H -7.300 4.897 -1.675
H -5.098 4.999 -2.795
H -3.185 3.770 -1.857
H -4.953 0.078 1.246
H -5.515 -1.109 3.341
H -4.013 -0.961 5.284
H -1.927 0.351 5.130
H -1.388 1.550 3.026
H -2.669 4.097 2.408
H -1.190 5.956 3.086
H 0.958 6.293 1.932
H 1.649 4.733 0.137
H 0.198 2.847 -0.479
```

## Properties
Energy above the lowest of the compared OMol25 structures with the same formula, charge and spin   24.9 kcal per mole
Net charge   -1
LUMO energy   1.78 eV
Max |F|   0.0304 Eh/bohr
Energy   -203083.857 eV
Frontier orbital gap   6.76 eV